Here is a structure of composition C16H23AsN3O5PPdS4 at a distorted geometry from the OMol25 dataset. Energies are from wB97M-V/def2-TZVPD.

Properties
Calculated total energy = -5461.803085 Eh
Energy relative to the best compared isomer or geometry (same formula, charge and spin) = 178.07 kJ/mol
HOMO-LUMO gap = 5.07 eV
M = 678.0 g mol⁻¹

```
! RIJCOSX wB97M-V def2-TZVPD def2/J DEFGRID3
* xyz -2 1
Pd -0.104 0.424 0.227
O -0.498 -3.712 1.200
C -0.172 -2.578 0.858
O 0.020 -1.485 1.474
C 0.179 -2.374 -0.781
O 0.868 -3.248 -1.289
O -0.352 -1.294 -1.209
S -3.495 3.098 -2.035
As -1.992 2.519 -0.661
S -0.126 1.900 -1.667
S -2.431 0.589 0.333
S -1.570 4.034 0.749
C 0.471 1.370 1.737
C 0.891 1.761 2.791
C 1.400 2.237 4.044
C 2.754 2.542 4.207
C 3.243 2.978 5.430
C 2.390 3.121 6.517
C 1.041 2.825 6.365
C 0.549 2.391 5.143
H 3.418 2.421 3.360
H 4.297 3.205 5.537
H 2.774 3.456 7.473
H 0.367 2.933 7.206
H -0.501 2.162 5.015
C 4.226 -1.868 0.408
N 4.472 -0.933 -0.696
C 5.204 -1.524 -1.800
P 3.302 0.225 -0.933
O 2.017 -0.241 -0.356
N 3.196 0.487 -2.547
C 2.164 -0.200 -3.327
C 3.842 1.592 -3.223
N 3.944 1.571 -0.226
C 5.360 1.819 -0.058
C 3.123 2.778 -0.117
H 3.679 -2.752 0.068
H 3.632 -1.387 1.181
H 5.182 -2.184 0.840
H 4.733 -2.450 -2.152
H 6.224 -1.764 -1.481
H 5.259 -0.830 -2.636
H 1.602 -0.889 -2.696
H 2.623 -0.758 -4.151
H 1.453 0.521 -3.737
H 4.624 2.023 -2.600
H 3.123 2.381 -3.470
H 4.300 1.246 -4.156
H 5.929 0.915 -0.258
H 5.565 2.134 0.971
H 5.708 2.621 -0.724
H 2.069 2.549 -0.232
H 3.403 3.515 -0.881
H 3.251 3.226 0.871
*
```

Löwdin atomic charge list, values in e, 5 entries: atom 1 (Pd): 0.715, atom 2 (O): -0.003, atom 3 (C): -0.587, atom 4 (O): -0.113, atom 5 (C): -0.608

---

Here is a structure of composition C16H23BEuF4N5OS at a distorted geometry from the OMol25 dataset. Energies are from wB97M-V/def2-TZVPD.

Properties
Calculated total energy = -2505.539092 Eh
Energy relative to the best compared isomer or geometry (same formula, charge and spin) = 13.89 kJ/mol
HOMO-LUMO gap (alpha / beta) = 7.90 / 8.79 eV
M = 572.2 g mol⁻¹

```
! RIJCOSX wB97M-V def2-TZVPD def2/J DEFGRID3
* xyz 1 8
Eu 0.170 0.455 -0.689
O 2.742 0.162 -1.229
C 3.450 -1.085 -1.353
C 3.512 -1.833 -0.041
C 2.147 -2.072 0.609
C 1.196 -2.805 -0.305
C 1.170 -4.193 -0.336
C 0.311 -4.831 -1.212
C -0.506 -4.073 -2.036
C -0.416 -2.698 -1.948
N 0.415 -2.080 -1.109
H 3.279 0.829 -0.795
H 4.449 -0.904 -1.748
H 2.902 -1.646 -2.107
H 4.151 -1.290 0.661
H 4.000 -2.795 -0.228
H 1.732 -1.118 0.938
H 2.269 -2.649 1.527
H 1.814 -4.753 0.331
H 0.273 -5.913 -1.248
H -1.197 -4.530 -2.730
H -1.033 -2.057 -2.567
C -2.737 -1.122 4.335
N -3.271 -0.304 3.244
C -4.526 0.302 3.239
C -4.654 0.933 2.059
N -3.487 0.683 1.360
C -2.640 -0.084 2.070
S -1.121 -0.698 1.604
H -3.185 -0.774 5.262
H -1.660 -0.996 4.372
H -2.969 -2.172 4.175
H -5.187 0.233 4.085
H -5.450 1.536 1.660
H -3.236 1.044 0.451
F -3.354 1.759 -2.072
B -1.992 1.754 -1.892
F -1.691 1.856 -0.497
F -1.287 2.719 -2.585
F -1.445 0.443 -2.260
C 1.738 3.017 -2.644
C 1.452 3.407 -1.233
N 1.294 2.612 -0.201
C 1.105 3.428 0.901
C 1.157 4.725 0.527
N 1.382 4.700 -0.840
H 1.563 1.955 -2.790
H 2.788 3.196 -2.887
H 1.109 3.564 -3.344
H 0.962 3.022 1.889
H 1.063 5.646 1.076
H 1.450 5.495 -1.450
*
```

Löwdin atomic charge list, values in e, 5 entries: atom 1 (Eu): 1.524, atom 2 (O): -0.175, atom 3 (C): -0.220, atom 4 (C): -0.160, atom 5 (C): -0.157

---

Here is a structure of composition C16H23BN6Pt at a distorted geometry from the OMol25 dataset. Energies are from wB97M-V/def2-TZVPD.

Properties
Calculated total energy = -1094.248211 Eh
Energy relative to the best compared isomer or geometry (same formula, charge and spin) = 0.00 kJ/mol
HOMO-LUMO gap (alpha / beta) = 9.02 / 4.51 eV
M = 505.3 g mol⁻¹

```
! RIJCOSX wB97M-V def2-TZVPD def2/J DEFGRID3
* xyz 4 5
C -0.460 0.330 -2.668
N 0.247 0.506 -1.534
N 1.592 0.538 -1.840
C 1.704 0.544 -3.189
C 0.427 0.413 -3.733
B 2.716 0.474 -0.756
N 2.313 1.547 0.279
N 1.029 1.680 0.783
C 1.062 2.654 1.733
C 2.327 3.236 1.737
C 3.076 2.530 0.808
Pt -0.670 0.702 0.230
N 2.641 -0.941 -0.086
N 1.431 -1.282 0.496
C 1.533 -2.535 0.912
C 2.837 -3.030 0.667
C 3.504 -1.977 0.027
H 0.671 -3.032 1.349
H 4.523 -1.874 -0.348
H 3.204 -4.011 0.911
H 3.780 0.668 -1.259
H 4.097 2.628 0.482
H 2.666 0.628 -3.639
H 2.658 4.058 2.335
H 0.146 0.349 -4.756
H 0.196 2.889 2.329
H -1.526 0.141 -2.582
H -0.373 0.122 2.385
C -1.297 0.712 2.195
H -1.284 1.437 3.022
H -1.367 1.593 1.395
H -2.207 0.110 2.280
C -4.868 -2.214 1.347
C -4.702 -1.269 0.151
C -5.331 -1.904 -1.085
C -5.390 0.070 0.456
C -3.272 -0.980 -0.134
C -2.181 -0.394 -0.179
H -5.933 -2.358 1.534
H -4.417 -1.809 2.259
H -4.414 -3.191 1.156
H -6.394 -2.053 -0.905
H -5.207 -1.263 -1.961
H -4.867 -2.868 -1.304
H -4.935 0.541 1.335
H -5.266 0.754 -0.390
H -6.456 -0.053 0.649
*
```

Löwdin atomic charge list, values in e, 5 entries: atom 1 (C): 0.006, atom 2 (N): -0.087, atom 3 (N): 0.057, atom 4 (C): 0.151, atom 5 (C): 0.173

---

Here is a cluster of 4 separate species, C16H23BrI2N2O15S3 in total at a distorted geometry from the OMol25 dataset. Energies are from wB97M-V/def2-TZVPD.

Properties
Calculated total energy = -6225.332979 Eh
HOMO-LUMO gap = 8.80 eV
M = 913.3 g mol⁻¹
Structure (SMILES) = C[C@H](I)C[C@](C#N)(COO)[C@](Br)(C#N)CC(=O)I.O=S1(=O)OCCO1.O=S1(=O)OCCO1.O=S1(=O)OCCO1

```
! RIJCOSX wB97M-V def2-TZVPD def2/J DEFGRID3
* xyz 0 1
C -1.013 -1.649 -4.522
C -0.784 -0.541 -3.466
I 0.290 1.023 -4.472
C 0.014 -1.154 -2.310
C 0.071 -0.423 -0.959
C 0.811 0.857 -1.031
N 1.377 1.843 -1.167
C 0.911 -1.318 -0.006
O 2.164 -1.565 -0.650
O 3.192 -1.382 0.327
C -1.347 -0.099 -0.330
Br -2.707 -1.439 -0.767
C -1.850 1.157 -0.914
N -2.227 2.112 -1.435
C -1.297 0.170 1.209
C -1.575 -1.020 2.097
O -1.134 -2.104 1.975
I -2.861 -0.582 3.771
H -1.847 -1.390 -5.175
H -0.145 -1.684 -5.183
H -1.152 -2.622 -4.049
H -1.766 -0.180 -3.172
H -0.435 -2.132 -2.114
H 1.021 -1.352 -2.678
H 0.397 -2.274 0.107
H 1.125 -0.839 0.945
H 3.677 -2.213 0.238
H -0.329 0.609 1.457
H -2.025 0.948 1.432
O 0.095 1.705 3.420
S 1.495 1.881 3.595
O 2.102 3.151 3.523
O 2.219 0.852 2.594
C 3.089 -0.023 3.321
C 2.443 -0.139 4.688
O 1.948 1.179 4.958
H 4.076 0.439 3.379
H 3.164 -0.977 2.807
H 3.142 -0.437 5.464
H 1.596 -0.830 4.673
O -1.745 -2.597 -9.177
S -1.158 -3.480 -8.237
O 0.019 -3.142 -7.523
O -0.959 -4.903 -8.940
C -1.643 -5.926 -8.205
C -2.811 -5.208 -7.562
O -2.271 -3.936 -7.180
H -0.959 -6.331 -7.457
H -1.955 -6.718 -8.880
H -3.196 -5.723 -6.687
H -3.622 -5.040 -8.274
O 2.598 5.202 6.007
S 1.185 5.211 5.883
O 0.528 4.557 4.815
O 0.689 6.732 5.980
C -0.249 6.887 7.050
C 0.157 5.834 8.061
O 0.533 4.708 7.260
H -1.253 6.706 6.661
H -0.189 7.897 7.447
H -0.651 5.557 8.732
H 1.025 6.151 8.643
*
```

Löwdin atomic charge list, values in e, 5 entries: atom 1 (C): -0.183, atom 2 (C): -0.772, atom 3 (I): 0.888, atom 4 (C): -0.247, atom 5 (C): -0.378

---

- What is the calculated total energy in the second record?
  -2505.539092 Eh

---

- Which of these has the highest calculated total energy?
  C16H23BN6Pt

---

Copy entry 1 word for word.
Here is a structure of composition C16H23AsN3O5PPdS4 at a distorted geometry from the OMol25 dataset. Energies are from wB97M-V/def2-TZVPD.

Properties
Calculated total energy = -5461.803085 Eh
Energy relative to the best compared isomer or geometry (same formula, charge and spin) = 178.07 kJ/mol
HOMO-LUMO gap = 5.07 eV
M = 678.0 g mol⁻¹

```
! RIJCOSX wB97M-V def2-TZVPD def2/J DEFGRID3
* xyz -2 1
Pd -0.104 0.424 0.227
O -0.498 -3.712 1.200
C -0.172 -2.578 0.858
O 0.020 -1.485 1.474
C 0.179 -2.374 -0.781
O 0.868 -3.248 -1.289
O -0.352 -1.294 -1.209
S -3.495 3.098 -2.035
As -1.992 2.519 -0.661
S -0.126 1.900 -1.667
S -2.431 0.589 0.333
S -1.570 4.034 0.749
C 0.471 1.370 1.737
C 0.891 1.761 2.791
C 1.400 2.237 4.044
C 2.754 2.542 4.207
C 3.243 2.978 5.430
C 2.390 3.121 6.517
C 1.041 2.825 6.365
C 0.549 2.391 5.143
H 3.418 2.421 3.360
H 4.297 3.205 5.537
H 2.774 3.456 7.473
H 0.367 2.933 7.206
H -0.501 2.162 5.015
C 4.226 -1.868 0.408
N 4.472 -0.933 -0.696
C 5.204 -1.524 -1.800
P 3.302 0.225 -0.933
O 2.017 -0.241 -0.356
N 3.196 0.487 -2.547
C 2.164 -0.200 -3.327
C 3.842 1.592 -3.223
N 3.944 1.571 -0.226
C 5.360 1.819 -0.058
C 3.123 2.778 -0.117
H 3.679 -2.752 0.068
H 3.632 -1.387 1.181
H 5.182 -2.184 0.840
H 4.733 -2.450 -2.152
H 6.224 -1.764 -1.481
H 5.259 -0.830 -2.636
H 1.602 -0.889 -2.696
H 2.623 -0.758 -4.151
H 1.453 0.521 -3.737
H 4.624 2.023 -2.600
H 3.123 2.381 -3.470
H 4.300 1.246 -4.156
H 5.929 0.915 -0.258
H 5.565 2.134 0.971
H 5.708 2.621 -0.724
H 2.069 2.549 -0.232
H 3.403 3.515 -0.881
H 3.251 3.226 0.871
*
```

Löwdin atomic charge list, values in e, 5 entries: atom 1 (Pd): 0.715, atom 2 (O): -0.003, atom 3 (C): -0.587, atom 4 (O): -0.113, atom 5 (C): -0.608

---

- calculated total energy of number 4 (C16H23BrI2N2O15S3)?
  -6225.332979 Eh